a) {"formula": "C3H7N2", "method": "wB97M-V/def2-TZVPD", "elements": ["C", "C", "C", "N", "N", "H", "H", "H", "H", "H", "H", "H"], "coordinates": [[-0.46662, 0.01718, -0.09560], [-0.59225, -1.28643, -0.09212], [1.90279, 0.12931, 0.05087], [0.76731, 0.64603, -0.07405], [-1.50274, 0.94531, 0.01198], [-1.51480, -1.85613, -0.08656], [0.26941, -1.94859, 0.07018], [1.89922, -1.02581, -0.00647], [2.75846, 0.65875, 0.17897], [0.68036, 1.63864, -0.02421], [-2.08075, 0.72971, 0.73427], [-2.12040, 1.35204, -0.66726]], "mulliken_charge": [0.8905, -1.0049, -0.0862, 0.0184, -0.5112, 0.2968, 0.1501, 0.1563, 0.3124, 0.3342, 0.2193, 0.2244], "gap_ha": 0.32611, "spin_multiplicity": 1, "charge": 1, "homo_ha": -0.53658}

***

b) {"formula": "C3H7N2", "method": "wB97M-V/def2-TZVPD", "elements": ["C", "C", "C", "N", "N", "H", "H", "H", "H", "H", "H", "H"], "coordinates": [[1.01147, -0.91820, -0.06540], [1.02811, 1.10763, 0.11125], [-0.20060, 0.04967, -0.42002], [1.90740, -0.07800, 0.26716], [-1.43816, -0.32411, 0.28901], [1.04440, -1.96609, -0.05003], [1.38817, 1.49141, -0.88279], [1.07802, 1.68148, 1.04224], [-0.52143, 0.25458, -1.52110], [-1.21301, -0.74631, 1.20884], [-1.99241, -1.04666, -0.24723], [-2.09193, 0.49461, 0.26807]], "mulliken_charge": [-0.1975, -0.3691, -0.2387, -0.4097, -0.3171, 0.4194, 0.2840, 0.3485, 0.3399, 0.3808, 0.3897, 0.3699], "gap_ha": 0.38820, "spin_multiplicity": 1, "charge": 1, "homo_ha": -0.54720}

***

c) {"formula": "C3H7N2", "method": "wB97M-V/def2-TZVPD", "elements": ["C", "C", "C", "N", "N", "H", "H", "H", "H", "H", "H", "H"], "coordinates": [[0.98589, 0.05725, -0.05545], [-0.21311, -1.12442, 0.09203], [-0.19875, 1.05597, -0.01582], [2.15087, -0.15857, -0.02836], [-1.20692, -0.01224, -0.01988], [-0.32964, -1.77716, -0.76575], [-0.08405, -1.73038, 1.00445], [-0.07595, 1.64458, 0.85656], [-0.44428, 1.78453, -0.88330], [2.86583, 0.51251, 0.27852], [-1.49175, -0.06967, -1.00610], [-1.95813, -0.18240, 0.54310]], "mulliken_charge": [0.3794, -0.6165, -0.5289, -0.3816, -0.0277, 0.3197, 0.2889, 0.2830, 0.3232, 0.2952, 0.3910, 0.2744], "gap_ha": 0.38120, "spin_multiplicity": 1, "charge": 1, "homo_ha": -0.52069}

***

Which of the structures shown above is the most stable? The most stable is a).